13 unconnected molecules or ions with the total composition C2H30N2O13 in a non-equilibrium geometry. Source: OMol25; level of theory: ωB97M-V with the def2-TZVPD basis set.

Its relative energy (zero: lowest compared OMol25 entry of this formula, charge and spin) is 0.00 kJ/mol. Its total charge is 0. The HOMO-LUMO gap comes out at 9.59 eV. The energy comes out at -1181.86155 Eh. As for the largest force on an atom: 1.68 eV/Å.

Last columns: bonded neighbours and bond lengths (Å).
Atoms and positions in Å:
1 O -4.46805 -0.72154 -1.35078  H29 0.976, H42 0.965
2 O 0.33815 1.03509 1.63263  C17 1.237
3 O -2.24542 -0.21272 -2.84498  H22 0.987, H27 0.972
4 O 2.25446 3.84672 -0.70877  H19 0.982, H23 0.965
5 O -3.66447 -0.61104 1.54080  H20 0.967, H38 0.964
6 O -2.58155 -2.53416 -0.98590  H36 0.956, H41 0.963
7 O -1.35217 3.16749 1.66102  H21 0.958, H32 0.974
8 O 3.63622 2.01458 1.19656  H31 0.958, H40 0.969
9 O 1.12336 -2.58472 -2.50119  H34 0.971, H37 0.964
10 O 2.53064 0.39244 -0.66398  H25 0.951, H45 0.967
11 O 3.38564 -2.54389 -0.75433  H24 0.978, H46 0.959
12 O 0.49324 -0.00133 -2.09454  H28 0.972, H35 0.979
13 O 1.95291 0.40143 3.67807  H18 0.964, H47 0.984
14 N -0.05249 -0.96172 0.65659  C16 1.478, C17 1.362, H44 1.005
15 N -1.14066 1.04063 -0.06744  C17 1.384, H26 1.008, H43 1.009
16 C -0.06312 -1.80641 1.86951  N14 1.478, H30 1.087, H33 1.095, H39 1.094
17 C -0.24374 0.38315 0.75642  O2 1.237, N14 1.362, N15 1.384
18 H 2.87331 0.48870 3.40611  O13 0.964
19 H 2.85927 3.50927 -0.01254  O4 0.982
20 H -3.17439 0.19206 1.76361  O5 0.967
21 H -0.86182 3.90481 2.02778  O7 0.958
22 H -3.13244 -0.50938 -2.53126  O3 0.987
23 H 1.65039 3.10146 -0.81281  O4 0.965
24 H 3.41207 -1.57676 -0.89405  O11 0.978
25 H 2.76899 0.85179 -1.46238  O10 0.951
26 H -1.00047 2.03786 -0.11644  N15 1.008
27 H -2.32097 0.04073 -3.77989  O3 0.972
28 H -0.33868 -0.06785 -2.59334  O12 0.972
29 H -4.30812 -1.68385 -1.33694  O1 0.976
30 H 0.52897 -1.36299 2.66661  C16 1.087
31 H 2.75078 1.95350 1.55762  O8 0.958
32 H -1.47790 2.57704 2.42580  O7 0.974
33 H 0.32740 -2.78531 1.57415  C16 1.095
34 H 1.86681 -3.10599 -2.15583  O9 0.971
35 H 0.87456 -0.90230 -2.12200  O12 0.979
36 H -2.00701 -2.56116 -1.74895  O6 0.956
37 H 0.58179 -3.19010 -3.01960  O9 0.964
38 H -4.56101 -0.27139 1.64125  O5 0.964
39 H -1.11408 -1.96435 2.13062  C16 1.094
40 H 3.72201 1.34820 0.49863  O8 0.969
41 H -2.26002 -1.84487 -0.39600  O6 0.963
42 H -4.36950 -0.51697 -0.41267  O1 0.965
43 H -1.48282 0.67452 -0.94373  N15 1.009
44 H 0.10437 -1.41117 -0.22876  N14 1.005
45 H 1.58828 0.46948 -0.46002  O10 0.967
46 H 3.89765 -2.56395 0.05652  O11 0.959
47 H 1.39400 0.77130 2.95705  O13 0.984

Here are the Löwdin charges for atoms 1 to 5, given in e:
1. O -0.07
2. O -0.01
3. O -0.08
4. O -0.07
5. O -0.04

***

13 unconnected molecules or ions with the total composition C2H30NO13 in a non-equilibrium geometry. Source: OMol25; level of theory: ωB97M-V with the def2-TZVPD basis set.

Its relative energy (zero: lowest compared OMol25 entry of this formula, charge and spin) is 311.68 kJ/mol. Its total charge is -1. The HOMO-LUMO gap comes out at 8.76 eV. The energy comes out at -1127.12112 Eh. As for the largest force on an atom: 2.14 eV/Å.

Last columns: bonded neighbours and bond lengths (Å).
Atoms and positions in Å:
1 O -1.01064 -1.53832 2.07299  H22 0.974, H40 0.984
2 O -0.90830 -3.33657 -0.66280  H19 0.964, H45 1.002
3 O -3.52598 0.31941 1.61766  H17 0.957, H42 0.970
4 O 0.19738 -1.09834 -1.44435  C15 1.410
5 O 3.38369 0.45891 1.68974  H36 0.960, H46 0.964
6 O -0.65607 0.12237 -3.68775  H34 0.997, H43 0.966
7 O -2.28335 2.78029 2.23938  H39 0.967, H44 0.964
8 O 0.13878 2.83898 -0.15034  H35 0.963, H41 0.963
9 O -1.22093 0.18514 0.02569  H28 1.108, H33 0.972
10 O 0.30938 2.00466 2.41611  H25 0.963, H26 0.958
11 O -3.09780 -0.98078 -1.68933  H27 0.979, H30 0.960
12 O 1.08703 -0.27152 3.75618  H21 0.961, H23 0.970
13 O 1.35656 2.83422 -3.04276  H31 0.981, H37 0.968
14 N 2.42885 -1.37906 -0.73773  C15 1.458, C16 1.461, H18 1.009
15 C 1.54691 -1.03959 -1.84769  O4 1.410, N14 1.458, H24 1.094, H32 1.096
16 C 3.35764 -2.49457 -0.90226  N14 1.461, H20 1.097, H29 1.089, H38 1.087
17 H -4.24773 -0.27892 1.42355  O3 0.957
18 H 1.92958 -1.34161 0.13873  N14 1.009
19 H -0.89296 -4.04008 -1.32097  O2 0.964
20 H 3.03777 -3.42140 -0.41101  C16 1.097
21 H 1.26415 0.20442 2.94012  O12 0.961
22 H -1.18707 -2.06260 1.27097  O1 0.974
23 H 0.63842 -1.09380 3.50307  O12 0.970
24 H 1.61412 -1.74997 -2.67671  C15 1.094
25 H -0.15321 1.19481 2.17449  O10 0.963
26 H 0.02350 2.46375 3.20672  O10 0.958
27 H -2.48769 -0.52966 -1.07149  O11 0.979
28 H -0.45994 -0.31540 -0.60435  O9 1.108
29 H 4.32194 -2.24323 -0.46322  C16 1.089
30 H -2.54997 -1.32276 -2.39985  O11 0.960
31 H 0.70289 2.66763 -3.75505  O13 0.981
32 H 1.76968 0.00430 -2.09425  C15 1.096
33 H -1.03051 1.09210 -0.26778  O9 0.972
34 H -0.33826 -0.15735 -2.78512  O6 0.997
35 H 0.44114 3.35018 0.60767  O8 0.963
36 H 2.83695 0.07729 2.38109  O5 0.960
37 H 1.11551 2.00797 -2.59931  O13 0.968
38 H 3.41779 -2.66460 -1.97397  C16 1.087
39 H -1.74305 1.99555 2.07375  O7 0.967
40 H -1.29100 -0.71147 1.61812  O1 0.984
41 H 0.41357 3.28687 -0.95754  O8 0.963
42 H -2.79294 0.30284 0.98270  O3 0.970
43 H -1.59919 0.25255 -3.52234  O6 0.966
44 H -3.01259 2.63092 1.62634  O7 0.964
45 H -0.41020 -2.57024 -1.07300  O2 1.002
46 H 3.43602 -0.12751 0.92687  O5 0.964

Here are the Löwdin charges for atoms 1 to 5, given in e:
1. O -0.08
2. O -0.10
3. O -0.06
4. O -0.30
5. O -0.06

***

14 unconnected molecules or ions with the total composition C2H31O14 in a non-equilibrium geometry. Source: OMol25; level of theory: ωB97M-V with the def2-TZVPD basis set.

Its relative energy (zero: lowest compared OMol25 entry of this formula, charge and spin) is 99.68 kJ/mol. Its total charge is -1. The HOMO-LUMO gap comes out at 8.76 eV. The energy comes out at -1148.19654 Eh. As for the largest force on an atom: 3.01 eV/Å.

Last columns: bonded neighbours and bond lengths (Å).
Atoms and positions in Å:
1 O 0.37317 -0.26064 0.73378  C15 1.437
2 O -0.57047 -0.28310 3.38366  H34 0.948, H40 0.970
3 O -1.66481 3.30125 2.74245  H20 0.981, H27 0.952
4 O 2.65560 2.00375 -1.78816  H24 0.953, H29 0.948
5 O -2.23333 -1.72206 1.36628  H17 0.936, H44 1.002
6 O -3.04583 -2.88642 -2.21156  H41 0.954, H42 0.949
7 O -1.33383 -3.97563 -0.15589  H31 0.946, H47 0.920
8 O 2.90600 0.26724 0.89916  H36 0.977, H45 0.964
9 O 0.85348 4.82198 1.04747  H18 0.964, H38 0.974
10 O 2.10745 -0.27005 -3.03030  H21 0.929, H43 0.962
11 O 0.61966 -3.01502 -1.82514  H25 0.944, H30 0.959
12 O -0.50336 -0.98474 -3.19450  H35 0.917, H39 0.940
13 O 1.07770 -2.83310 1.12557  H22 0.958, H32 0.963
14 O 0.76844 2.04554 2.23574  H28 0.974, H37 0.944
15 C -0.32379 0.25427 -0.41195  O1 1.437, C16 1.494, H33 1.144, H46 1.077
16 C -1.14007 1.48859 -0.20862  C15 1.494, H19 1.106, H23 1.103, H26 1.111
17 H -2.93668 -1.21246 1.01681  O5 0.936
18 H 0.79063 5.45069 1.77594  O9 0.964
19 H -1.92082 1.68364 -0.96731  C16 1.106
20 H -0.90118 2.78070 2.41360  O3 0.981
21 H 2.55154 -0.71342 -2.34506  O10 0.929
22 H 0.77940 -1.93244 0.99562  O13 0.958
23 H -1.79599 1.24216 0.64287  C16 1.103
24 H 2.37316 2.36395 -0.95205  O4 0.953
25 H 0.77356 -3.69693 -2.45953  O11 0.944
26 H -0.56056 2.40203 0.04318  C16 1.111
27 H -2.29179 2.60297 2.90115  O3 0.952
28 H 0.37806 1.40582 1.61399  O14 0.974
29 H 3.59855 2.07431 -1.72021  O4 0.948
30 H 0.25462 -2.28167 -2.32381  O11 0.959
31 H -0.51560 -3.89442 -0.62432  O7 0.946
32 H 0.97877 -3.12117 2.03870  O13 0.963
33 H -1.04307 -0.57314 -0.73875  C15 1.144
34 H -0.30392 -0.23513 2.47486  O2 0.948
35 H -1.04361 -0.43794 -2.69370  O12 0.917
36 H 1.95705 0.03650 0.87516  O8 0.977
37 H 1.48953 2.47240 1.80069  O14 0.944
38 H 0.11280 4.21722 1.23169  O9 0.974
39 H 0.37804 -0.67311 -3.09291  O12 0.940
40 H -1.44658 0.11717 3.26640  O2 0.970
41 H -2.33968 -2.97727 -1.57581  O6 0.954
42 H -2.60219 -2.86871 -3.04992  O6 0.949
43 H 2.01731 0.58272 -2.59477  O10 0.962
44 H -1.35825 -1.30331 1.11690  O5 1.002
45 H 2.87028 1.22828 0.96337  O8 0.964
46 H 0.42548 0.55116 -1.12708  C15 1.077
47 H -1.21486 -3.24248 0.38629  O7 0.920

Here are the Löwdin charges for atoms 1 to 5, given in e:
1. O -0.37
2. O -0.06
3. O -0.07
4. O -0.02
5. O -0.05

***

> Which of these has the highest relative energy (zero: lowest compared OMol25 entry of this formula, charge and spin)?

C2H30NO13

***

> energy of number 3 (C2H31O14)?

-1148.19654 Eh